ORCA calculation (the ωB97M-V functional and the def2-TZVPD basis) on the molecule C14H31O3P.

Calculated values
SMILES: CCCCOCP(=O)(CCCC)COCCCC
LUMO level: 0.8521 eV
HOMO energy: -9.15 eV

CARTESIAN COORDINATES (ANGSTROEM)
C -3.154 -4.533 0.191
C -3.794 -3.158 0.344
C -3.244 -2.128 -0.640
C -1.777 -1.796 -0.394
O -1.427 -0.695 -1.217
C -0.120 -0.247 -1.010
H 0.083 0.497 -1.782
H 0.613 -1.062 -1.094
H -1.129 -2.649 -0.640
H -1.615 -1.540 0.661
H -3.813 -1.200 -0.552
H -3.358 -2.489 -1.663
H -4.870 -3.248 0.183
H -3.639 -2.800 1.364
H -3.250 -4.886 -0.833
H -2.099 -4.501 0.450
H -3.642 -5.250 0.848
P 0.123 0.511 0.678
O 0.463 -0.446 1.740
C -1.379 1.513 1.046
C -1.901 2.352 -0.112
C -3.123 3.171 0.300
C -3.645 4.020 -0.853
H -3.922 3.389 -1.695
H -4.521 4.586 -0.545
H -2.884 4.721 -1.187
H -2.860 3.820 1.139
H -3.911 2.495 0.639
H -1.117 3.029 -0.460
H -2.170 1.693 -0.939
H -2.142 0.807 1.385
H -1.116 2.139 1.904
C 1.514 1.700 0.380
O 2.433 0.833 -0.228
C 3.761 1.315 -0.279
C 4.663 0.186 -0.763
C 4.731 -0.950 0.255
C 5.549 -2.126 -0.262
H 6.567 -1.815 -0.487
H 5.588 -2.918 0.481
H 5.107 -2.529 -1.170
H 3.714 -1.274 0.482
H 5.176 -0.576 1.181
H 4.262 -0.193 -1.705
H 5.662 0.586 -0.950
H 4.075 1.649 0.722
H 3.816 2.178 -0.962
H 1.279 2.560 -0.261
H 1.880 2.064 1.351

Quick look at the natural (NBO) charges, all values in e:
1. C -0.6079
2. C -0.3907
3. C -0.4107
4. C -0.0706
5. O -0.5431
6. C -0.4036
7. H 0.2153
8. H 0.2113
9. H 0.1695
10. H 0.1802
11. H 0.2065
12. H 0.2010
13. H 0.2022
14. H 0.1971
15. H 0.2003
16. H 0.2035
17. H 0.2104
18. P 1.8785
19. O -1.0957
20. C -0.7697
21. C -0.4072
22. C -0.3853
23. C -0.6005
24. H 0.2032
25. H 0.2099
26. H 0.1998
27. H 0.1930
28. H 0.1959
29. H 0.1922
30. H 0.2205
31. H 0.2420
32. H 0.2366
33. C -0.4083
34. O -0.5606
35. C -0.0475
36. C -0.4112
37. C -0.3988
38. C -0.5992
39. H 0.1967
40. H 0.2103
41. H 0.1998
42. H 0.2177
43. H 0.1921
44. H 0.2037
45. H 0.2027
46. H 0.1650
47. H 0.1658
48. H 0.1862
49. H 0.2015

ORCA calculation (the ωB97M-V functional and the def2-TZVPD basis) on a structure of composition C19H22N2Ti.

Calculated values
⟨S²⟩: 2.031
LUMO level (spin up / spin down): 0.3004 / -2.3992 eV
HOMO energy (spin up / spin down): -5.23 / -7.95 eV
spin multiplicity: 3

CARTESIAN COORDINATES (ANGSTROEM)
C -2.579 -1.250 0.345
C -2.703 1.121 0.508
H -2.640 -1.565 -0.726
H -3.584 -1.220 0.901
H -1.771 -1.550 1.038
H -3.628 0.994 -0.091
H -2.821 0.999 1.589
H -2.114 2.071 0.209
C -0.647 -2.899 -0.512
C 0.056 -3.982 -1.027
C 1.186 -3.706 -1.814
C 1.533 -2.370 -2.049
H -1.564 -3.006 0.087
H -0.260 -5.014 -0.833
H 1.787 -4.477 -2.254
H 2.348 -2.125 -2.717
N -0.278 -1.612 -0.709
C 0.837 -1.314 -1.457
C 1.278 0.089 -1.606
N 0.634 1.067 -0.889
C 1.191 2.276 -0.700
C 2.918 1.731 -2.301
C 2.341 2.635 -1.392
H 0.706 2.921 0.045
H 2.797 3.608 -1.218
C 2.366 0.455 -2.405
H 2.793 -0.264 -3.087
H 3.796 1.974 -2.886
Ti -1.333 0.210 -0.154
C -2.112 0.995 -2.011
H -1.587 0.455 -2.811
H -1.791 2.042 -2.091
H -3.193 1.000 -2.201
C 1.123 1.067 4.221
C 1.555 0.079 3.330
C 0.849 -0.161 2.122
C -0.248 0.609 1.820
C -0.671 1.619 2.687
C -0.002 1.841 3.898
H 1.674 1.257 5.144
H 2.452 -0.513 3.539
H 1.203 -0.955 1.462
H -1.539 2.245 2.434
H -0.359 2.622 4.563

Quick look at the natural (NBO) charges, all values in e:
1. C -0.6516
2. C -0.9116
3. H 0.2846
4. H 0.2326
5. H 0.2812
6. H 0.2646
7. H 0.2617
8. H 0.2796
9. C 0.0463
10. C -0.2825
11. C -0.2272
12. C -0.1765
13. H 0.1960
14. H 0.2242
15. H 0.2165
16. H 0.2101
17. N -0.5864
18. C 0.0872
19. C 0.1559
20. N -0.4996
21. C 0.0814
22. C -0.1729
23. C -0.2908
24. H 0.2136
25. H 0.2213
26. C -0.2173
27. H 0.2115
28. H 0.2200
29. Ti 1.2179
30. C -1.0670
31. H 0.2146
32. H 0.2194
33. H 0.2048
34. C -0.2445
35. C -0.1959
36. C -0.2788
37. C -0.2661
38. C -0.2811
39. C -0.2124
40. H 0.2099
41. H 0.2040
42. H 0.2069
43. H 0.1917
44. H 0.2046

Energy above the lowest of the compared OMol25 structures with the same formula, charge and spin readings, ordered: 0.157 3.889 eV
Calculated total energy readings, ordered: -30452.614 -46148.225 eV